{"formula": "C3H6N2OS2", "method": "the ωB97M-V functional and the def2-TZVPD basis", "species": ["C", "C", "C", "H", "H", "H", "H", "H", "H", "N", "N", "O", "S", "S"], "xyz": [[0.423918, 2.406104, 0.328852], [-1.333863, -0.270116, 0.312602], [1.805402, 0.263394, -0.444112], [-0.122912, 2.469401, 1.423031], [-0.240759, 2.693025, -0.684484], [1.776230, 2.917610, 0.439062], [-1.885746, -1.067744, 2.309997], [-3.039292, -1.258414, 1.061027], [2.431110, 0.982591, -0.909285], [0.753243, 0.940266, 0.158994], [-1.934731, -0.976656, 1.192538], [-0.116792, 0.201165, 0.912401], [-1.764987, -0.081546, -1.244196], [2.072073, -1.323914, -0.104762]], "forces_ev_per_angstrom": [[2.465, -0.198, -0.376], [3.181, 1.710, -1.360], [-2.072, 0.009, 2.771], [1.428, 0.175, -3.171], [1.888, -0.099, 3.150], [-4.695, -0.955, -0.557], [1.296, 0.933, -3.581], [4.064, 1.068, -0.594], [0.751, 0.302, -0.771], [-0.408, 0.472, -0.597], [-6.983, -3.629, 6.026], [-1.227, -0.764, 0.195], [0.061, 0.429, -0.239], [0.250, 0.549, -0.898]], "nbo_charge": [-0.4554, 0.3470, -0.0823, 0.2525, 0.2602, 0.2107, 0.4342, 0.4273, 0.2002, -0.1509, -0.7934, -0.3762, -0.1663, -0.1078], "homo_ev": -8.392, "total_charge": 0}

---

{"formula": "C3H6N2P2", "method": "the ωB97M-V functional and the def2-TZVPD basis", "species": ["C", "C", "C", "N", "N", "P", "P", "H", "H", "H", "H", "H", "H"], "xyz": [[1.073901, 1.377600, 0.523141], [0.979106, 0.148529, -0.014861], [-0.390856, -0.320512, -0.507236], [-2.696881, 1.180293, 0.211260], [-3.011788, -1.040507, -0.046086], [-3.985950, 0.404152, -0.128647], [-1.733649, -0.097116, 0.712943], [2.070968, 1.860725, 0.864457], [0.175273, 2.001366, 0.545143], [1.705381, -0.673519, 0.096215], [-0.838832, 0.324498, -1.321074], [-0.305475, -1.415473, -0.763746], [-3.551905, -1.947183, -0.025177]], "forces_ev_per_angstrom": [[1.931, 0.112, -0.180], [-1.139, 0.333, 0.988], [0.207, 0.030, -0.896], [1.720, 2.870, 0.474], [-3.321, -0.970, -0.699], [0.097, -2.199, -0.506], [-0.233, -1.232, 1.124], [-1.933, -1.090, -0.373], [0.416, 0.080, -0.124], [0.102, 0.939, -0.383], [1.022, -1.037, 0.164], [-0.563, 1.204, -0.034], [1.693, 0.959, 0.445]], "nbo_charge": [-0.3994, -0.1923, -0.8097, -1.2906, -1.2748, 1.1901, 1.2276, 0.2131, 0.2005, 0.2107, 0.2581, 0.2520, 0.4147], "homo_ev": -8.729, "total_charge": 0, "smiles": "C=CC[P@@]12=P(=N1)N2"}

---

{"formula": "C3H6N2S", "method": "the ωB97M-V functional and the def2-TZVPD basis", "species": ["C", "C", "C", "H", "H", "H", "H", "H", "H", "N", "N", "S"], "xyz": [[1.150321, -0.184857, 0.234690], [0.421095, 0.959229, 0.385922], [-0.835009, 1.272379, -0.378193], [0.122944, -1.295980, -1.106535], [1.514788, -2.082901, -0.479815], [1.988630, -0.281255, 0.867318], [0.777283, 1.774561, 1.019406], [-0.820033, 2.284813, -0.764791], [-1.221372, -0.940536, 1.189652], [0.959705, -1.270894, -0.618038], [-1.932709, 0.646967, -0.552227], [-2.125645, -0.881531, 0.202609]], "forces_ev_per_angstrom": [[-1.022, 0.025, -0.502], [-0.886, -1.033, -0.937], [1.021, 0.611, 0.713], [-1.567, -0.528, -1.030], [0.038, -0.392, -0.034], [1.064, -0.140, 0.464], [0.095, -0.454, -0.196], [-0.196, 0.188, -0.365], [0.384, 0.386, -0.003], [1.325, 2.299, 1.794], [0.711, -0.730, 0.643], [-0.967, -0.233, -0.545]], "nbo_charge": [0.0591, -0.4299, 0.0793, 0.3970, 0.3963, 0.1936, 0.2321, 0.1783, 0.0963, -0.7989, -0.5400, 0.1367], "homo_ev": -8.462, "total_charge": 0, "smiles": "N/C=C\\C=N/S"}

---

{"formula": "C3H6N2S", "method": "the ωB97M-V functional and the def2-TZVPD basis", "species": ["C", "C", "C", "N", "N", "S", "H", "H", "H", "H", "H", "H"], "xyz": [[-2.476919, -1.117672, 0.253240], [1.416941, -0.120561, -0.256063], [2.408727, 0.904387, 0.123522], [0.709115, -0.928497, -0.672764], [-1.741292, -0.207593, -0.269419], [-1.905609, 1.374148, -0.450837], [-1.999266, -2.079934, 0.339392], [-3.360516, -0.789619, 0.764919], [1.875960, 1.919248, 0.046796], [2.510491, 0.884413, 1.269758], [3.336257, 0.691795, -0.368336], [-0.773886, -0.530118, -0.780211]], "forces_ev_per_angstrom": [[0.857, 0.346, 0.328], [0.443, 0.111, -0.425], [-2.423, 0.870, 2.741], [1.149, 0.145, 0.227], [2.153, -2.354, -1.870], [-0.513, 2.671, -0.021], [-0.450, -0.369, -0.071], [-0.432, -0.237, 0.126], [1.213, -1.329, -0.767], [0.233, -0.436, -1.643], [0.410, 0.503, -0.310], [-2.640, 0.080, 1.685]], "nbo_charge": [-0.1331, 0.4077, -0.7411, -0.4219, -0.5734, -0.1882, 0.1913, 0.1948, 0.2920, 0.2662, 0.2654, 0.4401], "homo_ev": -7.652, "total_charge": 0, "smiles": "C=[NH+][S-].CC#N"}

---

{"formula": "C3H6N2S", "method": "the ωB97M-V functional and the def2-TZVPD basis", "species": ["C", "C", "C", "H", "H", "H", "H", "H", "H", "N", "N", "S"], "xyz": [[-0.820206, 1.623705, -0.669430], [-0.393003, 1.512604, 0.892092], [0.099762, -0.047346, 0.508442], [0.626732, -1.340912, -1.648680], [-1.616025, -1.259374, -1.795844], [-1.916431, 1.549452, -0.932303], [-0.218330, 2.268479, -1.447920], [0.520715, 1.871813, 1.465411], [-1.296662, 1.555230, 1.552166], [-0.471813, -0.697893, -1.819957], [-0.459669, 0.218908, -0.771846], [1.068815, -1.239099, 1.035198]], "forces_ev_per_angstrom": [[0.499, -0.525, -0.962], [0.705, -2.299, 0.444], [-2.270, 3.494, -2.592], [-4.934, 1.763, -0.395], [5.031, 1.330, 0.148], [0.851, 1.498, 0.703], [-1.163, -0.943, 1.835], [-1.259, 0.781, -1.434], [0.905, -0.203, -0.529], [-0.178, -2.053, 0.106], [2.282, -3.030, 2.685], [-0.469, 0.185, -0.008]], "nbo_charge": [-0.2188, -0.4677, 0.0796, 0.4196, 0.3668, 0.2041, 0.2185, 0.2513, 0.2299, -0.6926, -0.2869, -0.1038], "homo_ev": -8.470, "total_charge": 0}

---

{"formula": "C3H6N2S", "method": "the ωB97M-V functional and the def2-TZVPD basis", "species": ["C", "C", "C", "H", "H", "H", "H", "H", "H", "N", "N", "S"], "xyz": [[-0.395526, -0.686490, -1.639537], [-0.136305, -0.126588, 1.431633], [0.158792, 1.192752, 0.810380], [-0.125585, -1.175051, -2.551800], [1.540534, -0.941959, -1.232055], [0.273927, -0.363832, 2.426256], [-1.103987, -0.606256, 1.160211], [0.785148, 1.920398, 1.315976], [-0.610929, 1.576122, 0.142456], [0.691014, -0.559369, -0.863588], [0.886016, -0.002356, 0.402649], [-1.963099, -0.227371, -1.402580]], "forces_ev_per_angstrom": [[-0.313, 0.497, 0.883], [-0.602, -0.588, 0.470], [-0.259, 0.189, -0.240], [0.194, -0.350, -0.620], [0.258, -0.016, 0.045], [-0.282, 0.055, -0.591], [0.930, 0.518, 0.242], [-0.126, -0.056, -0.031], [0.241, -0.072, 0.152], [-0.639, -0.022, -0.322], [0.207, -0.074, 0.026], [0.392, -0.082, -0.013]], "nbo_charge": [-0.0727, -0.2717, -0.2716, 0.1915, 0.3953, 0.2050, 0.2322, 0.2051, 0.2286, -0.3947, -0.2597, -0.1873], "homo_ev": -8.435, "total_charge": 0, "smiles": "S=CNN1CC1"}

---

{"formula": "C3H6N2S", "method": "the ωB97M-V functional and the def2-TZVPD basis", "species": ["C", "C", "C", "H", "H", "H", "H", "H", "H", "N", "N", "S"], "xyz": [[0.288977, 0.136004, -0.833450], [1.226915, -1.719863, 0.098084], [1.395619, -1.437662, 1.469828], [-1.266510, 2.139929, 1.250071], [0.440720, 0.956216, -1.777881], [1.619551, -1.422065, -1.691440], [1.356690, -2.763723, -0.452129], [1.881683, -2.413856, 1.996242], [0.876287, -0.696259, 2.001072], [-0.579921, 0.268516, 0.203417], [0.818981, -1.090369, -1.011710], [-1.503182, 1.755116, -0.004665]], "forces_ev_per_angstrom": [[-3.290, 3.183, -0.770], [0.984, -4.524, 3.797], [0.813, -5.028, -3.361], [-0.193, 0.288, 0.134], [-0.540, -2.182, 2.825], [-2.663, 2.226, 0.722], [0.958, 1.192, 2.820], [-1.364, 2.802, -0.964], [-0.070, 0.997, 0.499], [2.457, 1.079, -3.743], [2.301, 0.706, -2.336], [0.606, -0.739, 0.377]], "nbo_charge": [0.2578, -0.0031, -0.4944, 0.1092, 0.1819, 0.4260, 0.1842, 0.2171, 0.2287, -0.6083, -0.6329, 0.1338], "homo_ev": -8.365, "total_charge": 0, "smiles": "C=CN/C=N/S"}

---

{"formula": "C3H6N2S", "method": "the ωB97M-V functional and the def2-TZVPD basis", "species": ["C", "C", "C", "H", "H", "H", "H", "H", "H", "N", "N", "S"], "xyz": [[-0.523934, -0.169729, -0.008346], [0.357515, 0.926664, 0.007555], [1.752067, 0.857226, -0.015685], [-0.736996, -2.175372, -0.189344], [0.893449, -1.597342, 0.005322], [-2.507012, -0.684860, 0.248016], [-2.183480, 0.996055, 0.067297], [-0.095816, 1.903934, 0.001260], [2.235082, 1.801318, -0.016173], [-0.106327, -1.435578, 0.028459], [-1.869816, 0.042139, -0.101998], [2.785272, -0.464453, -0.026364]], "forces_ev_per_angstrom": [[0.298, 0.237, -0.033], [0.059, -0.432, -0.032], [-0.372, -1.201, 0.061], [-0.276, -0.324, -0.051], [0.459, 0.008, -0.018], [0.617, 0.648, -0.307], [0.150, -0.548, -0.107], [-0.105, 0.159, 0.036], [0.393, 0.936, -0.034], [-0.210, 0.372, 0.068], [-0.727, -0.068, 0.413], [-0.287, 0.213, 0.004]], "nbo_charge": [0.4875, -0.4709, -0.2342, 0.3884, 0.4312, 0.3920, 0.4011, 0.2076, 0.1952, -0.7780, -0.7886, -0.2312], "homo_ev": -7.777, "total_charge": 0, "smiles": "NC(N)=CC=S"}

---

{"formula": "C3H6N2S", "method": "the ωB97M-V functional and the def2-TZVPD basis", "species": ["C", "C", "C", "N", "N", "S", "H", "H", "H", "H", "H", "H"], "xyz": [[2.123244, 0.488428, 1.892034], [-0.822173, -0.388371, -0.616846], [-1.550485, -0.194672, -1.800564], [-1.142475, -0.871662, 0.453493], [1.067038, 0.431963, 1.165240], [1.020873, 0.611282, -0.454230], [1.875136, 0.344805, 2.927957], [2.930334, 0.961902, 1.538995], [-1.055500, -0.919097, -2.535278], [-2.699765, -0.348585, -1.635563], [-1.266463, 0.717211, -2.278965], [-0.479765, -0.833202, 1.343727]], "forces_ev_per_angstrom": [[2.514, -1.114, 4.211], [2.182, 0.660, 3.605], [-1.460, -1.583, -2.994], [0.216, -0.796, 2.044], [-6.945, -0.505, -6.009], [-0.507, -0.482, 1.858], [0.713, 0.161, 0.472], [3.428, 1.508, -0.673], [-1.298, 0.399, 0.634], [2.344, 0.259, -0.583], [-0.377, 1.048, -0.063], [-0.809, 0.444, -2.502]], "nbo_charge": [-0.2154, 0.2633, -0.7141, -0.5945, -0.7791, 0.5531, 0.1652, 0.1391, 0.2507, 0.2640, 0.2438, 0.4238], "multiplicity": 3, "homo_ev": [-5.595, -9.184], "total_charge": 0, "s2": 2.0071}

---

{"formula": "C3H6N2S2", "method": "the ωB97M-V functional and the def2-TZVPD basis", "species": ["C", "C", "C", "H", "H", "H", "H", "H", "H", "N", "N", "S", "S"], "xyz": [[-2.290924, -0.788862, -0.036841], [-0.963850, -0.879174, 0.587941], [1.650697, -0.156870, 0.475356], [-2.981203, 2.228315, -0.169703], [-1.484839, 1.551482, -0.229419], [-2.652313, -1.692509, -0.308459], [-0.948610, -0.159294, 1.394707], [-0.807716, -1.884902, 1.029966], [1.500620, -0.384617, 1.524202], [-2.389240, 1.501018, 0.128731], [-3.020580, 0.255842, -0.092031], [0.372549, -0.525760, -0.608063], [3.056654, 0.462819, 0.004505]], "forces_ev_per_angstrom": [[0.572, 2.477, 1.163], [0.928, -0.455, 0.356], [0.419, 0.071, -0.108], [-0.658, 0.700, -0.389], [1.722, 0.158, -0.715], [-1.963, -2.538, -0.844], [0.329, 0.375, 0.175], [-0.119, 0.523, -0.409], [-0.356, -0.078, 0.133], [-1.527, -2.339, 1.553], [0.571, 0.903, -1.035], [-0.250, 0.089, 0.248], [0.334, 0.115, -0.131]], "nbo_charge": [0.0044, -0.6107, -0.5198, 0.3726, 0.3540, 0.1833, 0.2401, 0.2348, 0.2073, -0.6611, -0.1892, 0.3387, 0.0456], "homo_ev": -8.820, "total_charge": 0, "smiles": "N/N=C\\CSC=S"}

---

{"formula": "C3H6N2S2", "method": "the ωB97M-V functional and the def2-TZVPD basis", "species": ["C", "C", "C", "N", "N", "S", "S", "H", "H", "H", "H", "H", "H"], "xyz": [[-1.290699, 0.950705, -0.781588], [-0.705255, 0.465211, -1.800420], [0.395388, -1.517399, 1.430895], [1.146762, 1.069586, -0.173835], [-0.015269, 1.159018, 0.515887], [1.105151, 0.148061, -1.623845], [-0.184706, 0.150786, 1.841112], [-2.238663, 1.118047, -0.474875], [-1.114013, 0.226567, -2.847890], [1.457221, -1.551258, 0.971479], [-0.299806, -2.111217, 0.731908], [0.269930, -2.114064, 2.393272], [1.473957, 2.005958, -0.182100]], "forces_ev_per_angstrom": [[4.185, 0.191, 3.403], [1.520, -1.232, -3.877], [-0.233, -1.782, -1.015], [1.143, -0.524, 0.058], [-3.716, -0.862, -2.188], [-1.254, 0.872, 0.553], [-0.119, -0.685, 0.699], [-2.649, 0.728, 0.839], [0.480, 0.304, 1.954], [-1.709, 0.112, 1.140], [0.917, 1.186, 0.661], [0.704, 0.966, -0.970], [0.730, 0.727, -1.257]], "nbo_charge": [-0.0731, -0.4093, -0.8268, -0.6088, -0.4496, 0.3958, 0.4253, 0.2137, 0.2582, 0.2362, 0.2175, 0.2422, 0.3787], "homo_ev": -8.241, "total_charge": 0, "smiles": "CSN1C=CSN1"}

---

{"formula": "C3H6N2S2", "method": "the ωB97M-V functional and the def2-TZVPD basis", "species": ["C", "C", "C", "H", "H", "H", "H", "H", "H", "N", "N", "S", "S"], "xyz": [[-0.187317, -0.966414, 0.048037], [1.250746, 0.844155, -0.628188], [0.785959, 1.091975, 0.816724], [-2.006890, 0.754886, -0.718202], [-1.334961, -2.403792, -0.326759], [1.079246, 1.548794, -1.475606], [1.866302, -0.105792, -0.595521], [1.407748, 0.579254, 1.579261], [0.377458, 2.137667, 1.088088], [-1.398620, -1.415096, -0.005093], [-0.080541, 0.382485, -0.053283], [-2.848685, -0.409864, 0.119100], [1.089557, -2.038259, 0.151447]], "forces_ev_per_angstrom": [[1.982, -0.950, 0.341], [-1.103, -0.785, 1.509], [1.032, 2.857, -0.220], [-1.923, -2.455, 1.974], [-1.190, 0.877, 0.675], [0.594, -0.665, 0.975], [-0.019, 1.703, -0.924], [-0.816, 0.114, -0.510], [0.831, -1.872, -0.273], [-2.454, -1.535, -0.436], [0.268, 1.493, -0.881], [2.704, 1.595, -2.270], [0.095, -0.378, 0.040]], "nbo_charge": [0.2944, -0.2780, -0.2315, 0.2110, 0.4420, 0.2268, 0.2506, 0.2307, 0.2140, -0.6964, -0.5111, 0.1018, -0.2542], "homo_ev": -8.437, "total_charge": 0, "smiles": "S=C(NS)N1CC1"}

---

The following relative energy (zero: lowest compared OMol25 entry of this formula, charge and spin) values (in kcal/mol) correspond, in order, to the records above: 137.4 2.2 42.2 63.4 117.0 63.5 102.7 8.5 47.1 52.5 100.8 82.6.
The following electronic energy values (in a.u.) correspond, in order, to the records above: -1098.85490 -910.07538 -625.55478 -625.52099 -625.43556 -625.52075 -625.45829 -625.60844 -625.38968 -1023.71924 -1023.64227 -1023.67130.